The following is a DFT calculation (ωB97M-V with the def2-TZVPD basis set) of a structure of composition C3H3O4S in a non-equilibrium geometry.

Spin multiplicity ... 3
Relative energy (zero: lowest compared OMol25 entry of this formula, charge and spin) ... 175.7 kJ/mol
HOMO level (alpha / beta) ... -0.0500 / -0.1587 Ha
Strongest force on any atom ... 0.088 Eh/bohr
Gap between HOMO and LUMO (alpha / beta) ... 4.76 / 4.75 eV
Charge ... -1

Each line ends with the Mulliken charge.
Geometry (Å):
1 C 0.768799 0.448623 -0.660918  -0.350
2 C -1.506658 -1.093550 -0.033850  0.786
3 C 1.804590 0.188811 0.336751  -1.021
4 O -1.928273 -2.121638 0.501056  -0.677
5 O -1.154915 -0.926039 -1.196266  -0.665
6 O -1.487409 0.106632 0.709469  -0.286
7 O -0.439998 2.288534 0.707471  -0.437
8 S -0.846308 1.248307 -0.213653  0.555
9 H 0.758615 0.059480 -1.598847  0.534
10 H 1.401487 0.243725 1.310063  0.229
11 H 2.630075 -0.442890 0.138724  0.334

Force components x, y, z for each atom (eV/Å):
1.57 1.70 2.24
-1.52 -3.02 -0.57
-2.96 1.22 -1.21
0.40 1.27 0.77
-0.30 0.13 -1.65
-0.77 0.58 1.85
-0.88 1.30 1.12
3.97 -1.83 -1.18
-0.34 -0.95 -2.25
0.23 -0.04 1.35
0.61 -0.36 -0.48


The following is a DFT calculation (ωB97M-V with the def2-TZVPD basis set) of an isolated molecule of C3H3OP in a non-equilibrium geometry.

Relative energy (zero: lowest compared OMol25 entry of this formula, charge and spin) ... 439.7 kJ/mol
HOMO level ... -0.3367 Ha
Strongest force on any atom ... 0.068 Eh/bohr
Gap between HOMO and LUMO ... 7.64 eV

Each line ends with the Mulliken charge.
Geometry (Å):
1 C 1.251110 0.470601 -1.518830  -0.245
2 C 0.888491 0.116806 -0.428007  -0.294
3 C -0.437258 -0.649613 1.286073  -0.308
4 O -2.048506 0.633156 -0.329031  -0.501
5 P -0.891678 0.939102 0.509822  0.287
6 H 1.679235 0.796382 -2.427167  0.385
7 H 0.386658 -0.713954 1.982798  0.344
8 H -0.828053 -1.592479 0.924343  0.331

Force components x, y, z for each atom (eV/Å):
0.46 -0.12 -0.03
-2.27 -0.75 2.33
2.46 0.57 -2.41
-1.05 -0.06 -0.78
0.70 0.40 0.70
0.09 0.08 -0.39
-0.05 0.03 0.47
-0.34 -0.15 0.11


The following is a DFT calculation (ωB97M-V with the def2-TZVPD basis set) of an isolated molecule of C3H3P in a non-equilibrium geometry.

Relative energy (zero: lowest compared OMol25 entry of this formula, charge and spin) ... 194.5 kJ/mol
HOMO level ... -0.3600 Ha
Strongest force on any atom ... 0.081 Eh/bohr
Gap between HOMO and LUMO ... 7.58 eV

Each line ends with the Mulliken charge.
Geometry (Å):
1 C 3.584493 1.104549 0.348271  -0.154
2 C 2.787389 0.317229 -0.171892  -0.031
3 C 0.067167 -0.200673 0.054062  -0.963
4 P 1.795965 -1.029186 -0.097316  0.152
5 H 0.034347 -0.127631 1.094033  0.316
6 H -0.675886 -0.760578 -0.514814  0.325
7 H 0.022977 0.856767 -0.139207  0.355

Force components x, y, z for each atom (eV/Å):
2.03 2.04 1.21
-2.53 -3.14 -1.02
1.78 -0.41 -1.68
-0.57 2.06 -0.36
-0.94 -0.88 2.14
-0.16 -0.04 0.72
0.40 0.38 -1.01


The following is a DFT calculation (ωB97M-V with the def2-TZVPD basis set) of an isolated molecule of C3H3P in a non-equilibrium geometry.

Relative energy (zero: lowest compared OMol25 entry of this formula, charge and spin) ... 53.9 kJ/mol
HOMO level ... -0.3583 Ha
Strongest force on any atom ... 0.079 Eh/bohr
SMILES string ... C#CP=C
Gap between HOMO and LUMO ... 9.53 eV

Each line ends with the Mulliken charge.
Geometry (Å):
1 C 2.253316 -1.027615 -0.020978  0.255
2 C 1.078292 -1.249400 0.099350  -0.713
3 P -0.899233 -1.493794 -0.078016  0.044
4 C -1.501713 0.031608 0.126118  -0.419
5 H 3.192668 -0.491790 -0.181970  0.319
6 H -2.688838 0.058525 0.220671  0.202
7 H -1.145052 0.996402 0.166497  0.312

Force components x, y, z for each atom (eV/Å):
0.94 1.22 -0.27
-3.25 -0.17 -0.63
2.54 0.49 0.75
-3.55 -2.00 0.04
-0.59 -0.95 0.29
2.53 -0.34 -0.49
1.38 1.75 0.29


The following is a DFT calculation (ωB97M-V with the def2-TZVPD basis set) of a structure of composition C3H3P3 in a non-equilibrium geometry.

Relative energy (zero: lowest compared OMol25 entry of this formula, charge and spin) ... 495.9 kJ/mol
HOMO level (alpha / beta) ... -0.2924 / -0.2889 Ha
Strongest force on any atom ... 0.063 Eh/bohr
Gap between HOMO and LUMO (alpha / beta) ... 5.81 / 5.68 eV

Each line ends with the Mulliken charge.
Geometry (Å):
1 C 0.373938 1.403616 1.069411  0.175
2 C 0.341268 -0.063103 1.251694  -0.072
3 C -0.072655 0.555529 0.070859  -0.199
4 P 0.786129 2.789283 2.063539  -0.089
5 P 0.314172 -1.702177 1.953846  -0.059
6 P -0.428814 0.018804 -2.164304  0.170
7 H 0.592691 3.625570 0.949720  -0.003
8 H -0.487798 -2.053862 0.826563  -0.009
9 H 0.853761 -0.556192 -2.244579  0.084

Force components x, y, z for each atom (eV/Å):
0.56 -0.15 1.54
-1.17 -0.44 -0.98
0.57 -1.06 -2.03
-0.30 -1.05 -1.25
-0.07 1.65 -0.71
0.05 1.02 3.09
-0.08 0.54 -0.01
0.22 -0.44 0.16
0.22 -0.08 0.20


The following is a DFT calculation (ωB97M-V with the def2-TZVPD basis set) of a cluster of 17 separate species, C3H40NO16S in total in a non-equilibrium geometry.

Relative energy (zero: lowest compared OMol25 entry of this formula, charge and spin) ... 577.8 kJ/mol
HOMO level ... -0.2435 Ha
Strongest force on any atom ... 0.227 Eh/bohr
Gap between HOMO and LUMO ... 9.01 eV
Charge ... -1

Each line ends with the Mulliken charge.
Geometry (Å):
1 C 0.182248 -0.948648 1.696194  -0.232
2 C -1.002694 -1.821092 1.829104  0.006
3 S -1.336744 -2.225244 3.618768  -0.364
4 C -0.034865 0.152928 0.787452  0.051
5 N 1.225922 0.521931 0.141766  0.094
6 H 1.107574 -1.659339 1.519648  -0.013
7 H 0.590141 -0.528375 2.613664  0.745
8 H -0.987876 -2.659359 1.116366  0.471
9 H -1.923425 -1.226045 1.547717  -0.154
10 H -0.389697 1.008954 1.488909  -0.120
11 H -0.742794 -0.036467 0.000938  -0.506
12 H 1.718137 -0.144535 -0.500329  0.188
13 H 1.242120 1.371113 -0.556322  0.080
14 H 1.400318 -2.590348 -1.431013  0.444
15 H 0.254195 -1.944564 -0.663021  0.266
16 O 1.058639 -2.471998 -0.565006  -0.730
17 H -1.580899 3.754242 -1.456631  0.348
18 H -1.474202 3.465202 -2.961340  0.226
19 O -1.627676 4.103501 -2.371920  -0.614
20 H -0.211478 -1.069937 -4.351067  0.381
21 H -1.312070 -0.842918 -3.257345  0.455
22 O -1.089679 -0.593055 -4.173979  -0.876
23 H -1.842786 -0.634264 -1.363270  0.329
24 H -3.327991 -0.001211 -1.815948  0.180
25 O -2.757242 -0.097818 -1.211091  -0.578
26 H 1.157400 4.227438 -2.003216  0.329
27 H 1.552518 2.732821 -2.522015  0.256
28 O 1.847195 3.525761 -1.963611  -0.666
29 H -0.025799 3.266316 3.473419  0.323
30 H 0.652473 2.062220 2.861702  0.340
31 O -0.046539 2.363157 3.686058  -0.713
32 H 2.869440 0.482993 -3.340194  0.311
33 H 2.828503 -1.026052 -3.667618  0.292
34 O 3.234167 -0.404427 -3.050330  -0.639
35 H -2.478925 2.485950 1.815128  0.313
36 H -2.803723 2.062937 0.319383  0.297
37 O -2.474457 2.774901 0.907746  -0.639
38 H -1.442843 -2.193694 -2.053138  0.220
39 H -0.282385 -2.089415 4.404533  0.153
40 O -0.765309 -1.636651 -1.864046  -1.227
41 H -0.652109 2.160466 -3.772448  0.207
42 H -0.339079 0.709846 -3.523131  0.410
43 O 0.124432 1.592595 -3.434624  -0.544
44 H 3.219283 1.026468 0.685826  0.459
45 H 4.019952 -0.269148 0.939725  0.359
46 O 4.092966 0.652986 1.092665  -0.687
47 H 0.296624 -3.525096 -3.645634  0.319
48 H 0.300761 -2.371340 -2.817954  0.386
49 O 0.893195 -2.777101 -3.488755  -0.663
50 H 2.808444 1.830390 3.153304  0.286
51 H 2.187282 1.095013 2.025185  0.201
52 O 2.077906 1.287472 2.901046  -0.645
53 H 2.619048 -2.309148 0.153781  0.369
54 H 4.158329 -2.606944 -0.201684  0.227
55 O 3.625257 -2.074654 0.239851  -0.655
56 H -3.356911 -3.139984 0.413695  0.296
57 H -2.961342 -1.553944 0.300064  0.379
58 O -3.621453 -2.219741 0.556015  -0.687
59 H -2.933036 0.747977 3.606995  0.293
60 H -1.670242 1.809471 3.695826  0.394
61 O -2.609480 1.696770 3.364774  -0.731

Force components x, y, z for each atom (eV/Å):
3.80 -2.94 1.60
-1.42 0.91 0.93
-1.94 -0.79 -0.58
0.53 2.78 -1.14
2.42 2.75 -2.57
-1.76 1.50 -0.49
-0.80 0.01 0.50
0.17 -0.12 0.77
1.19 -0.63 0.89
0.26 -1.03 -1.85
-0.73 -0.04 0.21
-1.19 -0.19 1.29
-0.96 -1.63 2.13
0.31 -0.20 -1.31
-0.42 -0.01 -0.65
1.39 -0.90 2.25
-0.06 -0.07 -0.89
0.88 -3.95 -2.95
-0.93 4.21 4.20
-1.92 0.67 0.50
0.53 -0.43 0.19
1.35 -0.47 -1.37
-1.96 0.88 -0.82
-6.24 0.64 -7.51
8.21 -1.28 8.22
0.47 -1.17 -0.23
-0.08 1.90 1.01
-0.60 -0.79 -0.78
-0.50 2.34 0.00
-1.87 0.16 3.59
2.04 -2.09 -2.66
0.61 -1.54 0.53
-0.08 -0.06 0.13
-0.70 1.55 -0.62
-0.34 -0.87 0.72
0.35 0.33 0.91
-0.03 0.52 -2.20
-3.23 -3.02 -0.54
1.06 0.28 -0.61
1.66 3.07 0.84
2.20 -1.22 0.60
0.61 0.39 -0.13
-2.23 1.16 -0.71
2.33 -1.26 0.65
-0.20 -1.81 -0.46
-1.73 2.99 -0.65
0.64 -0.25 -0.55
-0.17 1.18 0.56
-0.26 -0.79 -0.43
0.83 0.41 0.20
0.69 -1.27 -3.90
-1.31 0.55 3.40
2.22 0.29 -0.30
3.29 -3.89 -3.24
-5.48 3.67 3.59
0.47 0.79 -0.10
-0.40 -0.77 -0.63
-0.96 -0.29 0.22
1.17 2.60 -0.66
-0.74 -0.33 -0.39
-0.46 -2.43 1.26


The records above give, respectively, total energy values of -22180.50280 -14490.46496 -12442.97435 -12444.43136 -31018.28073 -48844.90632 eV.